Entry from OMol25: a 2-piece molecular cluster, C2H9N2O overall (the ωB97M-V functional and the def2-TZVPD basis).

Computed properties:
E = -266.12536 Eh
HOMO energy = -0.5388 hartree
ΔE to the lowest compared entry with this formula, charge and spin = 69.1 kJ/mol
Total charge = +1

Geometry as XYZ:
```
14
C2H9N2O | OMol25 | the ωB97M-V functional and the def2-TZVPD basis
O -0.496 -0.842 -1.104
N 1.353 0.974 -0.468
N -2.289 -1.270 0.217
C -1.624 -1.331 -0.931
C 1.567 1.012 1.018
H 0.619 1.111 1.542
H 2.052 1.960 1.248
H 0.563 0.298 -0.651
H -2.064 -1.877 -1.767
H 2.118 0.124 1.298
H -2.923 -2.054 0.351
H 2.200 0.778 -0.983
H -1.970 -0.714 0.981
H 0.894 1.831 -0.754
```



Entry from OMol25: C2H9N2O as an isolated structure (the ωB97M-V functional and the def2-TZVPD basis).

Computed properties:
Spin multiplicity = 2
E = -265.52706 Eh
HOMO energy (spin up / spin down) = -0.8067 / -0.7987 hartree
ΔE to the lowest compared entry with this formula, charge and spin = 298.2 kJ/mol
Total charge = +2
⟨S²⟩ = 0.760

Geometry as XYZ:
```
14
C2H9N2O | OMol25 | the ωB97M-V functional and the def2-TZVPD basis
O -1.225 -1.718 1.189
N 0.103 0.114 0.635
N -0.629 0.757 -1.749
C 1.435 -0.586 0.622
C -1.003 -0.544 1.246
H -0.383 0.348 -0.507
H 0.222 1.029 1.101
H 1.772 -0.639 1.663
H 0.243 0.862 -2.250
H -1.149 1.620 -1.660
H 2.172 0.067 0.108
H 1.327 -1.529 0.067
H -1.181 -0.004 -2.126
H -1.704 0.224 1.661
```



Entry from OMol25: a 2-piece molecular cluster, C2H9N2S overall (the ωB97M-V functional and the def2-TZVPD basis).

Computed properties:
E = -589.32831 Eh
HOMO energy = -0.1082 hartree
ΔE to the lowest compared entry with this formula, charge and spin = 11.1 kJ/mol
Total charge = -1

Geometry as XYZ:
```
14
C2H9N2S | OMol25 | the ωB97M-V functional and the def2-TZVPD basis
S 2.024 -1.440 0.973
N 0.418 1.940 0.251
N -1.029 -1.365 -0.401
C -0.173 0.933 -0.649
C -1.069 -0.010 0.153
H 0.589 0.279 -1.085
H -2.097 0.382 0.106
H -0.154 -1.829 -0.080
H 2.749 -2.464 0.504
H 0.929 2.629 -0.286
H -0.772 0.027 1.208
H 1.107 1.401 0.777
H -1.785 -1.929 -0.030
H -0.738 1.445 -1.439
```



Entry from OMol25: one molecule with the formula C2H9N3O (the ωB97M-V functional and the def2-TZVPD basis).

Computed properties:
E = -320.94926 Eh
HOMO energy = -0.3056 hartree
ΔE to the lowest compared entry with this formula, charge and spin = 479.1 kJ/mol

Geometry as XYZ:
```
15
C2H9N3O | OMol25 | the ωB97M-V functional and the def2-TZVPD basis
O -1.475 -0.202 -0.465
N -2.005 -1.128 -1.422
N 0.711 -0.720 0.120
N 1.763 -0.501 1.067
C 0.187 1.744 0.255
C 0.144 0.421 -0.462
H -1.195 -1.680 -1.720
H 0.353 0.476 -1.529
H 1.178 1.983 0.648
H 2.295 -1.364 1.173
H 1.357 -0.297 1.982
H -0.505 1.744 1.105
H -0.140 2.549 -0.408
H -2.579 -1.759 -0.862
H -0.089 -1.266 0.518
```



Entry from OMol25: a 2-piece molecular cluster, C2H9N3O2 overall (the ωB97M-V functional and the def2-TZVPD basis).

Computed properties:
E = -396.29658 Eh
HOMO energy = -0.3307 hartree
ΔE to the lowest compared entry with this formula, charge and spin = 218.4 kJ/mol

Geometry as XYZ:
```
16
C2H9N3O2 | OMol25 | the ωB97M-V functional and the def2-TZVPD basis
O -0.039 1.349 0.304
O 1.369 1.277 -1.847
N -1.146 -1.978 0.510
N -1.605 -0.157 -0.929
N 0.279 -0.083 0.403
C 0.858 -0.283 1.753
C -0.936 -0.819 0.081
H 1.658 0.376 -1.682
H -2.029 -2.335 0.091
H -1.545 0.848 -0.883
H 1.978 1.684 -2.495
H 0.587 1.625 -0.394
H 1.057 -1.351 1.898
H 0.253 0.131 2.525
H 1.801 0.281 1.803
H -2.539 -0.566 -1.137
```



Entry from OMol25: a 2-piece molecular cluster, C2H9N4 overall (the ωB97M-V functional and the def2-TZVPD basis).

Computed properties:
E = -300.36219 Eh
HOMO energy = -0.5320 hartree
ΔE to the lowest compared entry with this formula, charge and spin = 150.0 kJ/mol
Total charge = +1

Geometry as XYZ:
```
15
C2H9N4 | OMol25 | the ωB97M-V functional and the def2-TZVPD basis
N 0.884 2.196 0.584
N -1.773 -1.503 -1.932
N 0.295 -1.485 1.105
N -0.307 0.086 -0.478
C -1.153 -2.112 -1.069
C -0.286 -1.126 -0.034
H 0.501 -0.685 1.679
H -2.305 -1.842 -2.707
H -1.091 -3.116 -0.619
H 1.366 2.452 -0.270
H -0.056 -2.370 1.409
H 0.534 3.105 0.843
H 0.194 1.055 -0.098
H -0.705 0.245 -1.382
H 1.537 2.164 1.335
```



Entry from OMol25: one molecule with the formula C2H9N4P (the ωB97M-V functional and the def2-TZVPD basis).

Computed properties:
E = -641.85140 Eh
HOMO energy (spin up / spin down) = -0.3394 / -0.2816 hartree
ΔE to the lowest compared entry with this formula, charge and spin = 339.6 kJ/mol

Geometry as XYZ:
```
16
C2H9N4P | OMol25 | the ωB97M-V functional and the def2-TZVPD basis
P 1.395 -0.201 0.240
N 0.291 1.122 0.299
N 1.304 -0.605 -1.369
N -1.150 -1.408 0.757
N 2.819 0.256 0.661
C -1.027 1.007 -0.100
C -1.578 -0.408 -0.146
H 2.172 -0.988 -1.626
H -1.783 1.712 0.572
H 0.275 1.470 1.331
H -2.587 -0.217 0.060
H 0.522 -1.200 -1.785
H -1.119 1.512 -1.054
H -1.341 -0.910 -1.094
H 3.239 0.077 1.503
H -1.433 -1.221 1.751
```



Entry from OMol25: a 2-piece molecular cluster, C2H9N4S overall (the ωB97M-V functional and the def2-TZVPD basis).

Computed properties:
E = -698.52493 Eh
HOMO energy (spin up / spin down) = -0.4306 / -0.4249 hartree
ΔE to the lowest compared entry with this formula, charge and spin = 123.5 kJ/mol
Total charge = +1

Geometry as XYZ:
```
16
C2H9N4S | OMol25 | the ωB97M-V functional and the def2-TZVPD basis
S 2.627 0.108 -0.257
N -2.782 -0.812 0.209
N -1.339 0.999 0.207
N 3.967 -0.393 0.500
N -0.628 -1.032 -0.671
C -0.289 1.740 -0.211
C -1.578 -0.292 -0.091
H -0.818 -1.993 -0.904
H 4.037 -1.328 0.872
H -3.537 -0.218 0.513
H 4.803 0.168 0.462
H -2.024 1.462 0.797
H -0.164 2.715 0.212
H 0.391 1.368 -0.948
H 0.341 -0.733 -0.654
H -3.007 -1.760 -0.037
```



Entry from OMol25: one molecule with the formula C2H9N5O (the ωB97M-V functional and the def2-TZVPD basis).

Computed properties:
E = -430.49704 Eh
HOMO energy = -0.3364 hartree
ΔE to the lowest compared entry with this formula, charge and spin = 491.0 kJ/mol

Geometry as XYZ:
```
17
C2H9N5O | OMol25 | the ωB97M-V functional and the def2-TZVPD basis
O 1.119 -1.689 0.100
N -0.625 1.255 -0.419
N -1.225 -0.829 0.540
N -1.631 -1.703 -0.596
N -0.886 2.149 0.698
N -0.210 0.027 0.060
C 2.162 0.343 -0.523
C 1.043 -0.515 -0.115
H -1.591 1.107 -0.749
H 2.872 0.186 0.304
H -2.321 -2.299 -0.236
H -0.059 2.494 1.195
H 2.556 -0.203 -1.454
H -0.730 -1.309 1.214
H -0.718 -2.159 -0.869
H -1.539 1.807 1.384
H 1.782 1.338 -0.535
```



Entry from OMol25: a 3-piece molecular cluster, C2H9NO overall (the ωB97M-V functional and the def2-TZVPD basis).

Computed properties:
Spin multiplicity = 2
E = -211.45096 Eh
HOMO energy (spin up / spin down) = -0.0799 / -0.0898 hartree
ΔE to the lowest compared entry with this formula, charge and spin = 192.3 kJ/mol
Total charge = -1
⟨S²⟩ = 0.755

Geometry as XYZ:
```
13
C2H9NO | OMol25 | the ωB97M-V functional and the def2-TZVPD basis
O -0.354 -0.399 1.197
N -0.480 -2.334 -0.679
C 0.853 0.105 0.829
C 1.103 0.209 -0.622
H 1.543 -0.623 1.363
H 2.125 0.611 -0.948
H 0.290 0.030 -1.312
H -1.158 -1.874 -1.203
H -2.417 3.490 0.164
H 0.993 1.179 1.274
H 0.460 -2.271 -1.087
H -2.697 3.876 0.762
H -0.264 -1.999 0.264
```



Entry from OMol25: a 2-piece molecular cluster, C2H9NO overall (the ωB97M-V functional and the def2-TZVPD basis).

Computed properties:
E = -211.56739 Eh
HOMO energy = -0.3301 hartree
ΔE to the lowest compared entry with this formula, charge and spin = 46.4 kJ/mol

Geometry as XYZ:
```
13
C2H9NO | OMol25 | the ωB97M-V functional and the def2-TZVPD basis
O 2.657 0.468 -0.515
N -0.099 -0.096 0.571
C -1.106 0.938 0.720
C -0.407 -1.078 -0.461
H 2.567 0.453 -1.469
H -1.161 -1.795 -0.095
H -1.995 0.624 1.289
H -0.920 -0.600 -1.293
H 0.328 -0.511 1.382
H 0.446 -1.640 -0.823
H -1.507 1.160 -0.259
H 1.773 0.274 -0.164
H -0.576 1.803 1.116
```



Entry from OMol25: a 3-piece molecular cluster, C2H9NO2 overall (the ωB97M-V functional and the def2-TZVPD basis).

Computed properties:
E = -286.54796 Eh
HOMO energy = -0.3016 hartree
ΔE to the lowest compared entry with this formula, charge and spin = 710.0 kJ/mol

Geometry as XYZ:
```
14
C2H9NO2 | OMol25 | the ωB97M-V functional and the def2-TZVPD basis
O 1.113 -1.556 1.787
O 2.012 0.597 1.030
N -2.366 0.965 -1.160
C -1.344 0.101 -1.545
C -0.203 0.142 -0.513
H 1.607 -1.893 2.545
H -0.943 0.344 -2.547
H -1.679 -0.958 -1.546
H 2.932 0.886 0.974
H -0.287 -0.539 0.333
H -3.120 1.050 -1.860
H -0.072 1.163 -0.158
H 1.580 -0.643 1.459
H 0.736 -0.045 -1.031
```



Entry from OMol25: a 3-piece molecular cluster, C2H9NO3 overall (the ωB97M-V functional and the def2-TZVPD basis).

Computed properties:
E = -362.01612 Eh
HOMO energy = -0.3522 hartree
ΔE to the lowest compared entry with this formula, charge and spin = 259.2 kJ/mol

Geometry as XYZ:
```
15
C2H9NO3 | OMol25 | the ωB97M-V functional and the def2-TZVPD basis
O -0.138 4.655 1.390
O 3.673 -0.256 -0.933
O -0.001 -0.288 0.806
N -1.970 -2.199 -1.434
C -1.928 -1.347 -0.287
C -0.619 -1.301 0.453
H 4.630 -0.051 -0.863
H -2.230 -0.242 -0.570
H -1.111 -2.142 -1.938
H 3.552 -1.295 -0.894
H 0.110 4.439 2.235
H -2.702 -1.609 0.538
H -0.176 -2.334 0.624
H -1.990 -3.205 -1.057
H 0.719 4.832 0.867
```



Entry from OMol25: a 3-piece molecular cluster, C2H9NO3 overall (the ωB97M-V functional and the def2-TZVPD basis).

Computed properties:
E = -362.04663 Eh
HOMO energy = -0.3528 hartree
ΔE to the lowest compared entry with this formula, charge and spin = 179.1 kJ/mol

Geometry as XYZ:
```
15
C2H9NO3 | OMol25 | the ωB97M-V functional and the def2-TZVPD basis
O 0.607 -1.257 -1.386
O 3.248 0.613 -0.365
O -2.546 1.919 -0.259
N -1.173 -0.443 1.574
C 0.021 -0.292 0.709
C 0.180 -1.421 -0.272
H -0.072 -2.447 0.052
H 0.902 -0.193 1.349
H -1.564 -1.368 1.396
H -1.880 0.191 1.216
H 2.323 0.511 -0.636
H -3.156 2.655 -0.121
H 3.520 1.414 -0.825
H -0.042 0.606 0.098
H -3.123 1.183 -0.501
```



Entry from OMol25: a 3-piece molecular cluster, C2H9NO4 overall (the ωB97M-V functional and the def2-TZVPD basis).

Computed properties:
E = -437.28077 Eh
HOMO energy = -0.3617 hartree
ΔE to the lowest compared entry with this formula, charge and spin = 175.0 kJ/mol

Geometry as XYZ:
```
16
C2H9NO4 | OMol25 | the ωB97M-V functional and the def2-TZVPD basis
O -0.871 -0.543 -0.075
O -2.071 -3.607 1.963
O -0.155 -1.315 -2.154
O 3.372 1.565 3.380
N -0.172 2.093 -1.075
C -0.631 -0.346 -1.223
C -0.559 1.072 -1.965
H 2.447 1.736 3.361
H -1.461 -3.887 2.567
H 0.125 1.087 -2.825
H -0.187 2.994 -1.464
H -2.025 -2.588 2.195
H -0.633 -2.147 -2.068
H 0.823 1.922 -0.833
H -1.523 0.969 -2.457
H 3.521 0.995 2.672
```



Entry from OMol25: a 3-piece molecular cluster, C2H9NO4 overall (the ωB97M-V functional and the def2-TZVPD basis).

Computed properties:
E = -437.30514 Eh
HOMO energy = -0.3662 hartree
ΔE to the lowest compared entry with this formula, charge and spin = 111.0 kJ/mol

Geometry as XYZ:
```
16
C2H9NO4 | OMol25 | the ωB97M-V functional and the def2-TZVPD basis
O 0.780 -0.318 1.156
O -1.568 -2.085 0.611
O 2.852 0.480 -0.628
O -2.320 0.101 -0.929
N -0.161 1.045 -0.441
C -1.166 0.556 -1.261
C -0.083 0.761 1.015
H 0.793 1.216 -0.762
H 2.788 -0.361 -1.070
H -1.913 -1.398 0.025
H -1.054 0.610 1.452
H 3.801 0.518 -0.423
H -2.314 -2.661 0.807
H -1.163 0.979 -2.255
H 0.399 1.698 1.514
H 0.330 -1.139 1.188
```



Entry from OMol25: a 3-piece molecular cluster, C2H9NO4 overall (the ωB97M-V functional and the def2-TZVPD basis).

Computed properties:
Spin multiplicity = 2
E = -437.00236 Eh
HOMO energy (spin up / spin down) = -0.5681 / -0.5678 hartree
ΔE to the lowest compared entry with this formula, charge and spin = 0.0 kJ/mol
Total charge = +1
⟨S²⟩ = 0.755

Geometry as XYZ:
```
16
C2H9NO4 | OMol25 | the ωB97M-V functional and the def2-TZVPD basis
O 0.623 -0.190 -0.790
O 0.417 -1.440 1.079
O -1.837 2.186 -1.128
O -0.146 -3.199 -1.027
N 0.559 2.114 0.818
C 0.384 0.845 1.404
C 0.465 -0.341 0.369
H -1.720 3.153 -1.175
H -0.092 2.185 0.010
H 0.546 -2.955 -1.665
H 1.511 2.324 0.519
H -0.901 -2.695 -1.358
H -2.212 1.928 -1.983
H -0.626 0.832 1.838
H 0.016 -2.194 0.582
H 1.083 0.692 2.215
```